{
  "formula": "C21H48IN18O9",
  "method": "ωB97M-V with the def2-TZVPD basis set",
  "species": ["C", "C", "C", "C", "O", "C", "C", "C", "O", "I", "C", "N", "C", "N", "C", "C", "C", "N", "C", "C", "N", "H", "H", "H", "H", "H", "H", "H", "H", "H", "H", "H", "H", "H", "H", "H", "H", "H", "H", "H", "H", "C", "O", "N", "N", "H", "H", "H", "H", "C", "O", "N", "N", "H", "H", "H", "H", "C", "O", "N", "N", "H", "H", "H", "H", "C", "O", "N", "N", "H", "H", "H", "H", "C", "O", "N", "N", "H", "H", "H", "H", "C", "O", "N", "N", "H", "H", "H", "H", "C", "O", "N", "N", "H", "H", "H", "H"],
  "coordinates": [[0.31673, -0.14784, 3.47163], [-0.91103, 0.76689, 3.29741], [-1.88039, 0.32431, 2.17698], [-1.92573, 1.26634, 0.97104], [-1.59340, 0.58492, -0.25698], [-0.44003, 1.01991, -0.90307], [-0.66235, 2.35301, -1.61386], [0.62833, 2.93553, -2.14551], [1.44726, 3.47716, -1.47588], [0.94970, 2.66118, -4.25005], [0.83612, 0.88754, -0.04380], [0.79966, -0.60421, 0.12766], [0.53325, -1.02192, -1.13980], [0.87146, -2.18847, -1.62394], [0.56879, -2.53057, -2.99156], [1.45450, -2.17825, -3.99241], [1.10296, -2.49055, -5.29622], [-0.03000, -3.10189, -5.63515], [-0.84962, -3.44601, -4.64746], [-0.60520, -3.18537, -3.30627], [-0.11808, -0.05546, -1.88145], [0.53992, -0.33023, 4.52169], [1.21756, 0.29268, 3.03426], [0.16611, -1.11248, 2.98684], [-0.56901, 1.78430, 3.08597], [-1.42849, 0.82261, 4.25363], [-2.87502, 0.19974, 2.58677], [-1.59253, -0.67018, 1.84029], [-1.31753, 2.16105, 1.12320], [-2.95012, 1.61949, 0.84282], [-1.15366, 3.06603, -0.95233], [-1.33246, 2.17710, -2.45398], [1.66683, 1.05163, -0.72877], [0.89388, 1.47509, 0.86272], [1.69464, -0.95245, 0.46585], [1.38611, -2.81209, -1.00313], [2.38233, -1.67389, -3.76096], [1.77118, -2.20777, -6.10149], [-1.77277, -3.94307, -4.92310], [-1.30172, -3.48241, -2.53352], [-0.99360, -0.44368, -2.23833], [2.74695, -4.91923, 0.64129], [2.09629, -3.91755, 0.33980], [3.44525, -4.98953, 1.80096], [2.80345, -6.01301, -0.16001], [3.98056, -5.79171, 2.07513], [3.41303, -4.19390, 2.41104], [2.29086, -5.98782, -1.02160], [3.32507, -6.83809, 0.06929], [-4.11643, -2.57001, 4.13921], [-3.57063, -1.78657, 3.36904], [-4.10943, -2.40273, 5.48944], [-4.78093, -3.68107, 3.71694], [-4.55355, -3.05937, 6.11070], [-3.62528, -1.61107, 5.86781], [-4.81852, -3.84955, 2.72993], [-5.20605, -4.33604, 4.35495], [-5.17575, -5.64122, 7.65846], [-5.50323, -5.20728, 6.54698], [-4.06907, -6.42509, 7.80587], [-5.87924, -5.35555, 8.77114], [-3.77385, -6.79603, 8.68862], [-3.53952, -6.63959, 6.98249], [-6.72239, -4.78900, 8.64899], [-5.61626, -5.66949, 9.68586], [5.03279, 2.48312, -7.39192], [5.42147, 2.00731, -8.44313], [3.73217, 2.41962, -6.97919], [5.86237, 3.13522, -6.51889], [3.43136, 2.80572, -6.10374], [3.07419, 1.96822, -7.58563], [6.82862, 3.21127, -6.77354], [5.53750, 3.54410, -5.66087], [3.58106, 5.74188, -4.41167], [3.47770, 4.58228, -4.80012], [3.34965, 6.07984, -3.10941], [3.92186, 6.76279, -5.23548], [3.42310, 7.01860, -2.76487], [3.09144, 5.34180, -2.47928], [4.09437, 6.53900, -6.19826], [4.02440, 7.71842, -4.93559], [-8.48349, -2.89454, 7.75432], [-8.01438, -3.52509, 8.69515], [-9.66595, -2.23167, 7.85574], [-7.85728, -2.82609, 6.54930], [-10.07277, -1.71145, 7.10231], [-10.14513, -2.27508, 8.73586], [-6.99763, -3.33824, 6.45235], [-8.22291, -2.32669, 5.76156], [6.79247, 8.91735, -5.58757], [5.78199, 9.44759, -5.15136], [7.15953, 9.02131, -6.89764], [7.63163, 8.18304, -4.79907], [7.98481, 8.59892, -7.27800], [6.56552, 9.56100, -7.49915], [7.39072, 8.09403, -3.83014], [8.46637, 7.74392, -5.13727]],
  "forces_ev_per_angstrom": [[0.11, 0.11, -0.12], [0.16, -0.14, -0.11], [0.47, 0.22, 0.21], [-0.82, -0.15, 0.23], [0.12, 0.38, -0.01], [0.54, -0.06, -0.01], [-0.17, -0.14, -0.48], [0.19, 0.15, -0.11], [-0.10, 0.04, 0.04], [-0.25, -0.13, 0.15], [-0.66, -0.70, -0.60], [1.43, 0.59, -0.69], [-0.44, 0.22, 0.15], [-0.20, 0.39, -0.03], [0.18, -0.09, 0.13], [-0.06, -0.05, 0.13], [0.10, 0.13, -0.17], [0.09, -0.01, 0.19], [-0.25, -0.04, -0.04], [0.07, 0.03, 0.12], [-0.68, -0.64, 1.04], [0.01, 0.01, 0.01], [0.01, -0.01, 0.00], [-0.08, -0.06, 0.09], [-0.01, 0.05, 0.14], [-0.16, -0.02, -0.07], [-0.08, 0.04, -0.04], [-0.08, -0.02, -0.14], [0.23, -0.10, -0.14], [0.04, 0.05, -0.14], [0.26, 0.03, 0.18], [-0.09, -0.05, 0.08], [0.22, 0.73, 0.40], [-0.07, -0.19, 0.16], [-0.35, -0.36, 0.36], [0.08, -0.60, 0.14], [0.01, 0.04, -0.06], [-0.06, -0.07, -0.07], [0.05, -0.02, -0.11], [-0.04, -0.01, -0.03], [0.25, 0.19, -0.63], [0.14, -0.25, 0.06], [-0.11, 0.40, -0.25], [-0.04, 0.10, -0.03], [-0.05, 0.12, -0.03], [-0.01, -0.01, -0.01], [0.00, -0.02, 0.02], [0.00, -0.03, 0.00], [0.00, 0.00, 0.02], [0.00, -0.09, 0.05], [-0.06, -0.13, 0.08], [-0.05, 0.04, 0.21], [-0.14, -0.08, -0.06], [0.08, -0.10, -0.02], [-0.01, 0.01, -0.05], [0.00, 0.01, 0.00], [0.11, -0.01, 0.06], [0.02, 0.01, 0.20], [0.06, 0.32, -0.21], [0.03, 0.03, -0.06], [-0.15, 0.02, -0.31], [-0.04, -0.02, 0.01], [-0.01, 0.00, -0.01], [0.15, 0.07, 0.27], [0.03, -0.06, -0.03], [-0.03, 0.11, 0.09], [0.03, -0.03, -0.04], [-0.12, -0.24, 0.00], [0.16, -0.01, 0.05], [0.00, 0.29, 0.03], [0.06, 0.00, -0.05], [-0.01, -0.03, -0.03], [-0.15, 0.07, -0.05], [-0.01, 0.28, 0.07], [0.27, -0.17, -0.03], [0.00, -0.08, 0.03], [-0.04, 0.01, -0.02], [0.00, 0.02, -0.04], [-0.02, 0.00, -0.01], [0.01, -0.01, -0.01], [0.15, 0.01, -0.03], [-0.02, -0.02, -0.28], [-0.07, -0.03, 0.14], [-0.06, 0.06, 0.08], [0.07, 0.06, 0.08], [0.02, 0.00, -0.01], [0.01, 0.00, 0.00], [0.03, -0.20, -0.06], [-0.03, 0.00, 0.01], [0.12, 0.02, -0.07], [-0.18, -0.15, 0.07], [-0.06, -0.03, -0.01], [-0.05, -0.03, 0.02], [0.01, 0.01, 0.01], [0.01, 0.02, 0.01], [0.01, 0.02, 0.00], [0.01, 0.02, -0.01]],
  "mulliken_charge": [-1.072, -0.744, -0.235, -0.917, -0.471, 0.916, -0.817, 0.104, -0.435, 0.079, -1.440, -0.114, 0.431, 0.124, -0.309, -0.102, -0.475, -0.547, -0.375, -0.202, -0.161, 0.338, 0.231, 0.265, 0.434, 0.451, 0.381, 0.313, 0.443, 0.356, 0.378, 0.461, 0.840, 0.234, 0.328, 0.286, 0.479, 0.414, 0.373, 0.497, 0.418, 0.626, -0.718, -0.410, -0.371, 0.169, 0.210, 0.192, 0.177, 0.472, -0.648, -0.261, -0.306, 0.185, 0.158, 0.190, 0.201, 0.635, -0.685, -0.407, -0.284, 0.161, 0.228, 0.256, 0.163, 0.461, -0.665, -0.258, -0.321, 0.239, 0.169, 0.194, 0.197, 0.580, -0.608, -0.374, -0.330, 0.164, 0.196, 0.200, 0.147, 0.685, -0.764, -0.408, -0.307, 0.162, 0.237, 0.132, 0.171, 0.716, -0.673, -0.397, -0.390, 0.164, 0.219, 0.209, 0.167],
  "total_charge": 1,
  "homo_energy_ha": -0.3977,
  "total_energy_ha": -2789.58591,
  "orbital_gap_ev": 8.94
}


{
  "formula": "C17H16N4O3S",
  "method": "ωB97M-V with the def2-TZVPD basis set",
  "species": ["C", "C", "N", "O", "C", "C", "O", "N", "N", "C", "N", "C", "C", "C", "C", "C", "C", "C", "O", "H", "H", "H", "H", "C", "H", "H", "H", "H", "H", "H", "C", "C", "C", "C", "S", "H", "H", "H", "H", "H", "H"],
  "coordinates": [[-3.36694, 1.47585, 1.48686], [-2.61809, 1.08132, 0.25389], [-2.66454, -0.05652, -0.31646], [-3.43781, -1.06521, 0.28335], [-3.19267, -2.26877, -0.40980], [-1.69613, -2.45097, -0.67643], [-1.25556, -2.82956, -1.73220], [-0.93394, -2.18748, 0.43367], [0.39094, -1.75696, 0.32700], [1.39969, -2.54699, -0.16759], [2.58199, -2.09416, -0.37363], [2.86086, -0.78257, -0.11349], [4.11687, -0.26463, -0.45215], [4.41384, 1.04992, -0.17904], [3.48091, 1.88159, 0.44335], [2.24590, 1.39059, 0.79412], [1.92476, 0.05927, 0.51538], [0.61677, -0.46957, 0.83308], [-0.26298, 0.08418, 1.47058], [1.50188, 2.01060, 1.27133], [3.73260, 2.91115, 0.64798], [5.38149, 1.44766, -0.44804], [4.82707, -0.91774, -0.93332], [1.10772, -3.98044, -0.43138], [0.56484, -4.41659, 0.40542], [0.49022, -4.07490, -1.32361], [2.04611, -4.50230, -0.58715], [-1.38754, -1.63817, 1.16915], [-3.58034, -3.06936, 0.22513], [-3.70440, -2.28185, -1.37915], [-1.69201, 2.01568, -0.33745], [-1.38107, 3.29023, 0.05499], [-0.35034, 3.86311, -0.71341], [0.11248, 3.02038, -1.67537], [-0.69861, 1.50750, -1.66812], [0.88880, 3.19887, -2.39264], [0.03063, 4.85621, -0.55432], [-1.86602, 3.79868, 0.86844], [-4.10536, 0.71504, 1.72693], [-3.86107, 2.43387, 1.34279], [-2.66094, 1.56304, 2.31131]],
  "forces_ev_per_angstrom": [[-0.03, -0.32, -0.05], [-0.84, -0.62, 0.55], [0.16, -0.33, -0.74], [-0.09, 0.82, 0.72], [0.09, -0.02, -0.40], [-0.22, 0.04, -0.20], [-0.05, 0.12, -0.15], [0.29, -0.03, 0.94], [-0.39, 0.35, -0.23], [0.15, -0.35, -0.10], [0.21, -0.54, -0.26], [-0.36, 0.61, 0.34], [-0.01, 0.09, 0.01], [0.03, -0.14, -0.06], [-0.15, 0.10, 0.10], [-0.04, -0.02, 0.03], [0.49, -0.08, -0.17], [-0.23, -0.04, 0.14], [0.14, 0.02, 0.09], [-0.07, 0.07, 0.03], [0.01, 0.09, 0.02], [0.08, 0.01, -0.03], [0.08, -0.09, -0.04], [-0.10, -0.18, -0.10], [-0.05, -0.07, 0.04], [0.01, -0.03, 0.08], [0.05, 0.05, 0.07], [0.17, -0.18, -0.28], [0.03, 0.07, -0.06], [0.17, -0.03, 0.13], [0.64, 0.37, -0.63], [-0.36, -0.51, 0.05], [0.31, 0.08, -0.28], [-0.17, -0.26, 0.04], [-0.08, 0.48, 0.27], [0.17, 0.08, -0.15], [0.08, 0.16, -0.01], [-0.12, 0.05, 0.18], [-0.02, 0.07, 0.06], [-0.02, 0.06, 0.00], [0.04, 0.03, 0.07]],
  "nbo_charge": [-0.680, 0.243, -0.177, -0.396, -0.157, 0.669, -0.582, -0.468, -0.272, 0.486, -0.507, 0.262, -0.239, -0.174, -0.234, -0.136, -0.237, 0.670, -0.633, 0.235, 0.216, 0.216, 0.227, -0.676, 0.226, 0.270, 0.243, 0.432, 0.214, 0.209, -0.239, -0.224, -0.272, -0.395, 0.479, 0.237, 0.224, 0.223, 0.241, 0.229, 0.246],
  "homo_energy_ha": -0.3094,
  "total_energy_ha": -1500.31731,
  "orbital_gap_ev": 8.67,
  "de_lowest_kj_mol": 324.5
}